Record 1
A structure of composition C36H37BrN7OPb, computed with the ωB97M-V functional and the def2-TZVPD basis.

Energy ... -125676.47339 eV
Strongest force on any atom ... 1.6 eV/A
Total charge ... +3

XYZ file:
```
83
C36H37BrN7OPb | OMol25 | the ωB97M-V functional and the def2-TZVPD basis
Pb 0.28 1.72 -0.29
Br -8.27 -7.69 2.19
C -7.43 -6.09 2.70
C -8.17 -5.08 3.34
C -7.56 -3.91 3.70
C -6.19 -3.70 3.40
C -5.45 -4.72 2.74
C -6.07 -5.89 2.40
N -5.68 -2.53 3.73
N -4.61 -2.00 3.83
C -3.81 -1.07 3.49
C -2.69 -0.72 4.33
C -1.68 0.03 3.87
C -1.64 0.50 2.49
O -0.58 0.86 1.97
C -2.93 0.46 1.77
N -3.04 1.23 0.69
C -4.18 1.24 0.03
C -5.26 0.42 0.35
C -5.16 -0.38 1.48
C -3.98 -0.34 2.23
H -9.21 -5.24 3.57
H -8.11 -3.12 4.19
H -4.40 -4.56 2.51
H -5.52 -6.68 1.91
H -2.68 -1.12 5.33
H -0.82 0.26 4.48
H -4.25 1.95 -0.79
H -6.15 0.43 -0.25
H -6.00 -0.99 1.77
C 6.33 -1.34 2.87
C 6.23 -0.01 2.11
C 7.30 0.04 1.03
C 6.48 1.15 3.09
C 4.83 0.15 1.56
C 3.71 0.11 2.39
C 2.45 0.36 1.87
N 2.23 0.59 0.58
C 3.28 0.55 -0.27
C 4.57 0.38 0.21
C 3.00 0.69 -1.70
C 3.97 0.40 -2.65
C 3.76 0.63 -4.00
C 2.47 1.05 -4.35
C 1.53 1.25 -3.37
N 1.78 1.12 -2.06
C 4.86 0.47 -5.01
C 4.60 -0.79 -5.85
C 4.88 1.70 -5.94
C 6.24 0.36 -4.34
H 7.36 -1.49 3.19
H 6.06 -2.18 2.24
H 5.71 -1.35 3.76
H 8.28 -0.08 1.49
H 7.30 1.00 0.51
H 7.18 -0.77 0.31
H 7.51 1.11 3.42
H 5.85 1.08 3.97
H 6.30 2.11 2.62
H 3.80 -0.07 3.45
H 1.58 0.37 2.51
H 5.41 0.43 -0.47
H 4.91 -0.03 -2.33
H 2.19 1.23 -5.38
H 0.53 1.55 -3.63
H 3.66 -0.71 -6.39
H 4.58 -1.68 -5.23
H 5.40 -0.91 -6.58
H 4.04 1.69 -6.63
H 5.79 1.69 -6.53
H 4.85 2.62 -5.36
H 6.35 -0.57 -3.80
H 6.41 1.20 -3.67
H 7.02 0.38 -5.11
N -2.06 1.17 -2.54
C -2.85 0.38 -3.28
C -2.61 -0.92 -2.88
C -1.63 -0.81 -1.89
N -1.32 0.46 -1.69
H -1.99 2.18 -2.59
H -3.52 0.76 -4.03
H -3.06 -1.81 -3.27
H -1.16 -1.59 -1.33
```

Per-atom Mulliken charges, elementary charge units:
1. Pb 1.301
2. Br 0.004
3. C 0.154
4. C -0.521
5. C -0.304
6. C 0.510
7. C -0.229
8. C -0.576
9. N -0.484
10. N 0.191
11. C 0.446
12. C -0.619
13. C -0.805
14. C 0.209
15. O -0.365
16. C 0.122
17. N -0.248
18. C -0.450
19. C -0.878
20. C -0.486
21. C 1.060
22. H 0.456
23. H 0.492
24. H 0.445
25. H 0.442
26. H 0.508
27. H 0.486
28. H 0.547
29. H 0.484
30. H 0.460
31. C -1.614
32. C 2.017
33. C -2.132
34. C -1.568
35. C 0.253
36. C -0.687
37. C -0.774
38. N -0.401
39. C -0.893
40. C 0.582
41. C -0.334
42. C 0.314
43. C 0.292
44. C -0.861
45. C -0.439
46. N -0.415
47. C 2.055
48. C -1.560
49. C -1.681
50. C -2.079
51. H 0.469
52. H 0.386
53. H 0.364
54. H 0.444
55. H 0.446
56. H 0.469
57. H 0.451
58. H 0.389
59. H 0.389
60. H 0.447
61. H 0.415
62. H 0.614
63. H 0.481
64. H 0.446
65. H 0.407
66. H 0.392
67. H 0.385
68. H 0.431
69. H 0.397
70. H 0.460
71. H 0.395
72. H 0.407
73. H 0.484
74. H 0.456
75. N -0.070
76. C -0.180
77. C -0.823
78. C -0.598
79. N 0.114
80. H 0.150
81. H 0.512
82. H 0.489
83. H 0.549


Record 2
A structure of composition C16H19N2O5S2Se2TcTe2, computed with the ωB97M-V functional and the def2-TZVPD basis.

Energy ... -199266.92599 eV
Expectation value of S² ... 3.7837
Spin multiplicity ... 4
Strongest force on any atom ... 2.5 eV/A
Total charge ... -1

XYZ file:
```
49
C16H19N2O5S2Se2TcTe2 | OMol25 | the ωB97M-V functional and the def2-TZVPD basis
Tc 1.72 0.96 -0.32
O 3.92 -2.21 0.35
S 3.35 -0.95 -0.03
O 4.47 -0.13 -0.75
O 2.22 -1.02 -1.02
O 2.88 -0.10 1.11
Se 3.69 1.52 -1.43
Te 2.28 3.49 -3.03
Te 0.96 5.47 -4.16
Se 0.52 2.01 -2.00
C -0.94 -3.56 2.54
C -0.19 -3.39 1.39
C 0.18 -2.11 0.96
C -0.22 -0.99 1.67
C -0.99 -1.17 2.83
C -1.33 -2.44 3.26
N 0.19 0.34 1.23
N -0.06 1.20 2.08
C 0.46 2.48 1.85
C 0.13 3.47 2.78
C 0.64 4.74 2.64
C 1.48 5.01 1.56
C 1.83 4.01 0.67
C 1.34 2.70 0.78
H -1.21 -4.55 2.88
H 0.14 -4.25 0.82
H 0.81 -2.03 0.10
H -1.30 -0.30 3.38
H -1.90 -2.55 4.17
H -0.53 3.20 3.60
H 0.40 5.51 3.36
H 1.88 6.01 1.42
H 2.50 4.25 -0.15
C -3.37 -1.51 -0.23
C -2.63 -1.85 -1.52
S -1.06 -0.91 -1.57
O -1.50 0.46 -1.16
C -0.87 -0.92 -3.37
C -0.51 -2.33 -3.82
H -4.38 -1.92 -0.25
H -3.43 -0.43 -0.12
H -2.84 -1.91 0.64
H -3.21 -1.55 -2.40
H -2.38 -2.91 -1.57
H -0.07 -0.22 -3.59
H -1.79 -0.53 -3.82
H 0.27 -2.74 -3.17
H -0.14 -2.34 -4.84
H -1.38 -3.00 -3.77
```

Per-atom Mulliken charges, elementary charge units:
1. Tc -0.282
2. O -0.672
3. S 1.155
4. O -0.568
5. O -0.573
6. O -0.609
7. Se 0.178
8. Te -0.076
9. Te -0.302
10. Se -0.078
11. C -0.530
12. C -1.071
13. C -0.044
14. C 0.331
15. C -0.580
16. C -0.645
17. N 1.457
18. N -0.703
19. C 0.118
20. C -0.669
21. C -0.433
22. C -0.838
23. C -0.147
24. C 1.172
25. H 0.383
26. H 0.425
27. H 0.672
28. H 0.450
29. H 0.363
30. H 0.413
31. H 0.350
32. H 0.385
33. H 0.137
34. C -1.057
35. C -0.726
36. S 0.800
37. O -0.779
38. C -0.544
39. C -1.191
40. H 0.437
41. H 0.277
42. H 0.136
43. H 0.449
44. H 0.347
45. H 0.230
46. H 0.457
47. H 0.305
48. H 0.396
49. H 0.294


Record 3
A cluster of 6 separate species, C34H74BNO21PSSi in total, computed with the ωB97M-V functional and the def2-TZVPD basis.

Energy ... -109623.83316 eV
Strongest force on any atom ... 7.3 eV/A
Total charge ... -1

XYZ file:
```
134
C34H74BNO21PSSi | OMol25 | the ωB97M-V functional and the def2-TZVPD basis
C 1.32 3.72 2.74
C 0.98 2.16 2.66
O 0.21 1.77 3.83
C 0.14 0.37 3.98
O 0.15 -0.08 5.15
C 0.03 -0.68 2.78
C -1.50 -1.25 2.76
C -2.22 -0.65 1.47
B -3.75 -1.29 1.28
C -4.53 -0.98 2.73
C -6.13 -1.04 2.66
C -6.73 0.35 3.20
S -7.01 1.65 1.92
O -5.74 2.37 1.49
O -7.86 2.71 2.60
O -7.93 1.12 0.62
C -3.76 -2.93 1.11
C -2.48 -3.57 0.40
O -2.45 -3.40 -1.04
Si -0.86 -3.51 -1.69
C -1.08 -3.86 -3.59
C 0.18 -1.91 -1.58
C 0.20 -4.95 -1.01
P -4.51 -0.33 -0.22
N -4.03 -0.86 -1.67
H 1.89 3.99 1.78
H 1.95 3.92 3.67
H 0.34 4.30 2.80
H 0.28 2.00 1.75
H 1.89 1.50 2.47
H 0.71 -1.58 2.92
H 0.20 -0.22 1.75
H -1.96 -0.89 3.75
H -1.54 -2.39 2.81
H -2.41 0.47 1.69
H -1.67 -0.82 0.49
H -4.18 -1.81 3.45
H -4.11 -0.01 3.15
H -6.56 -1.39 1.66
H -6.46 -1.84 3.42
H -7.68 0.19 3.81
H -5.96 0.79 3.93
H -7.46 1.51 -0.16
H -3.91 -3.51 2.09
H -4.66 -3.20 0.45
H -2.54 -4.71 0.58
H -1.48 -3.24 0.83
H -0.73 -2.97 -4.20
H -2.18 -4.01 -3.84
H -0.51 -4.79 -3.92
H -0.03 -1.20 -2.46
H 0.12 -1.36 -0.59
H 1.28 -2.23 -1.69
H 1.24 -4.93 -1.50
H -0.25 -5.97 -1.23
H 0.36 -4.81 0.10
H -4.07 1.03 -0.08
H -5.97 -0.39 -0.24
H -3.52 -0.10 -2.15
C -2.78 -1.12 -10.11
C -1.74 -1.90 -9.33
O -1.53 -1.33 -8.03
C -2.50 -1.56 -7.13
O -3.50 -2.20 -7.31
O -2.16 -0.94 -5.99
C -3.16 -1.02 -4.97
H -2.51 -0.06 -10.16
H -2.88 -1.51 -11.12
H -3.76 -1.17 -9.63
H -0.78 -1.84 -9.85
H -2.00 -2.95 -9.24
H -3.44 -2.05 -4.76
H -4.04 -0.43 -5.26
H -2.75 -0.59 -4.06
C -3.83 6.73 2.83
C -3.49 6.72 4.31
O -2.21 7.32 4.56
C -2.16 8.65 4.49
O -3.08 9.39 4.23
O -0.89 9.04 4.71
C -0.68 10.44 4.55
H -3.03 6.25 2.26
H -4.77 6.21 2.65
H -3.92 7.75 2.45
H -3.43 5.69 4.66
H -4.27 7.22 4.91
H -1.37 11.02 5.17
H -0.78 10.71 3.50
H 0.34 10.66 4.87
C 5.58 0.24 -5.51
C 4.93 1.18 -4.51
O 3.74 1.77 -5.04
C 2.67 0.97 -5.11
O 2.62 -0.19 -4.75
O 1.66 1.66 -5.66
C 0.48 0.87 -5.88
H 5.77 0.76 -6.45
H 6.52 -0.14 -5.12
H 4.93 -0.61 -5.74
H 5.61 2.00 -4.28
H 4.71 0.67 -3.56
H 0.15 0.38 -4.96
H 0.67 0.14 -6.66
H -0.31 1.54 -6.21
C 2.23 -2.15 5.52
C 3.48 -1.33 5.31
O 4.65 -2.03 5.75
C 5.08 -3.01 4.95
O 4.57 -3.34 3.90
O 6.15 -3.59 5.51
C 6.64 -4.72 4.79
H 2.14 -2.47 6.56
H 1.34 -1.57 5.25
H 2.24 -3.06 4.91
H 3.42 -0.42 5.92
H 3.60 -1.01 4.27
H 6.84 -4.48 3.75
H 5.92 -5.54 4.86
H 7.57 -5.04 5.26
C 5.85 0.01 1.84
C 5.23 -1.16 1.11
O 5.60 -1.17 -0.28
C 6.85 -1.57 -0.54
O 7.67 -1.92 0.27
O 7.04 -1.49 -1.87
C 8.38 -1.79 -2.27
H 5.61 0.95 1.34
H 5.50 0.06 2.87
H 6.94 -0.06 1.85
H 4.14 -1.06 1.14
H 5.48 -2.11 1.58
H 8.69 -2.76 -1.90
H 9.06 -1.01 -1.93
H 8.40 -1.81 -3.36
```

These are the Mulliken partial charges, in e, on atoms 1 to 99:
1. C -1.047
2. C 0.032
3. O -0.305
4. C 0.266
5. O -0.718
6. C 0.188
7. C -0.501
8. C -0.830
9. B 0.850
10. C -0.691
11. C -0.411
12. C -0.760
13. S 1.080
14. O -0.560
15. O -0.678
16. O -0.473
17. C -0.825
18. C -0.026
19. O -0.345
20. Si 0.862
21. C -0.935
22. C 0.066
23. C -1.031
24. P 0.388
25. N -0.472
26. H 0.339
27. H 0.302
28. H 0.195
29. H 0.195
30. H 0.175
31. H 0.145
32. H 0.170
33. H 0.331
34. H 0.324
35. H 0.098
36. H -0.174
37. H 0.135
38. H 0.197
39. H 0.278
40. H 0.282
41. H 0.391
42. H 0.350
43. H 0.376
44. H 0.251
45. H 0.180
46. H 0.231
47. H -0.086
48. H 0.089
49. H 0.194
50. H 0.365
51. H -0.140
52. H -0.283
53. H 0.288
54. H 0.316
55. H 0.263
56. H 0.247
57. H -0.082
58. H -0.039
59. H 0.048
60. C -1.119
61. C -0.213
62. O -0.283
63. C 0.587
64. O -0.578
65. O -0.107
66. C -0.547
67. H 0.285
68. H 0.366
69. H 0.317
70. H 0.302
71. H 0.302
72. H 0.324
73. H 0.435
74. H -0.115
75. C -1.055
76. C -0.186
77. O -0.332
78. C 0.757
79. O -0.557
80. O -0.324
81. C -0.637
82. H 0.254
83. H 0.357
84. H 0.321
85. H 0.295
86. H 0.308
87. H 0.289
88. H 0.289
89. H 0.222
90. C -1.054
91. C -0.129
92. O -0.389
93. C 0.722
94. O -0.558
95. O -0.363
96. C -0.317
97. H 0.323
98. H 0.258
99. H 0.309


Record 4
A structure of composition C2H5PSi, computed with the ωB97M-V functional and the def2-TZVPD basis.

Energy ... -19317.63408 eV
Strongest force on any atom ... 4.0 eV/A
Total charge ... 0

XYZ file:
```
9
C2H5PSi | OMol25 | the ωB97M-V functional and the def2-TZVPD basis
C 0.44 -0.67 -0.35
C -0.53 0.07 0.57
Si -0.29 0.90 -1.08
P 1.30 0.11 1.15
H 0.52 -1.73 -0.50
H -1.39 -0.37 0.89
H 0.16 2.20 -1.16
H -1.49 0.67 -1.82
H 1.26 -1.17 2.30
```

Per-atom Mulliken charges, elementary charge units:
1. C -0.323
2. C -0.541
3. Si 0.387
4. P -0.144
5. H 0.389
6. H 0.408
7. H -0.106
8. H -0.107
9. H 0.036


Record 5
The ion C3H3O4P with charge -2, computed with the ωB97M-V functional and the def2-TZVPD basis.

Energy ... -20636.23455 eV
Strongest force on any atom ... 2.0 eV/A
Total charge ... -2

XYZ file:
```
11
C3H3O4P | OMol25 | the ωB97M-V functional and the def2-TZVPD basis
C 1.77 -0.08 0.38
C 0.45 0.65 -0.18
O 0.25 1.86 0.06
C -0.38 -0.30 -0.73
O -0.40 -1.04 -1.71
P -2.32 0.33 0.03
O -2.25 -0.06 1.47
O -3.30 -0.49 -0.77
H 2.56 0.15 -0.33
H 1.78 -1.16 0.29
H 1.84 0.14 1.47
```

Per-atom Mulliken charges, elementary charge units:
1. C -1.111
2. C 0.462
3. O -0.657
4. C 0.266
5. O -0.644
6. P -0.070
7. O -0.517
8. O -0.564
9. H 0.263
10. H 0.316
11. H 0.257


Record 6
A cluster of 2 separate species, C6H9N in total, computed with the ωB97M-V functional and the def2-TZVPD basis.

Energy ... -7852.49294 eV
Strongest force on any atom ... 0.5 eV/A
Total charge ... 0

XYZ file:
```
16
C6H9N | OMol25 | the ωB97M-V functional and the def2-TZVPD basis
C 0.06 1.00 2.05
C 1.07 0.54 2.67
N 1.38 1.24 1.38
H -0.98 1.12 1.80
H 1.60 -0.06 3.39
H 1.69 2.20 1.59
C -2.23 0.40 -0.61
C -1.04 -0.11 -0.82
C 0.17 -0.58 -0.98
C 0.61 -1.51 -2.08
H -2.96 -0.11 0.01
H -2.52 1.35 -1.05
H 0.92 -0.23 -0.27
H 0.98 -2.45 -1.66
H 1.44 -1.06 -2.64
H -0.20 -1.74 -2.78
```

Per-atom Mulliken charges, elementary charge units:
1. C -0.388
2. C -0.058
3. N -0.508
4. H 0.350
5. H 0.343
6. H 0.207
7. C -0.899
8. C 0.319
9. C -0.056
10. C -1.154
11. H 0.304
12. H 0.250
13. H 0.384
14. H 0.271
15. H 0.289
16. H 0.347